The following is a DFT calculation (the ωB97M-V functional and the def2-TZVPD basis) of C4H3I in the gas phase.

Properties
Structure (SMILES) ... I[C@@H]1C2=C[C@H]21
Total charge ... 0
Energy above the lowest of the compared OMol25 structures with the same formula, charge and spin ... 2.3911 eV
Orbital gap ... 9.30 eV
Calculated total energy ... -12292.1076 eV

Each line ends with the Löwdin charge.
Cartesian coordinates (Å):
I: -2.30 -1.17 1.07  0.82
C: 0.92 0.92 -0.35  -0.05
C: -0.36 -0.52 0.62  -0.83
C: 0.21 -0.31 -0.69  -0.11
C: -0.10 0.96 0.50  -0.06
H: 0.28 -0.74 1.36  0.03
H: 1.66 1.47 -0.99  0.12
H: -0.30 -0.61 -1.53  0.07

The following is a DFT calculation (the ωB97M-V functional and the def2-TZVPD basis) of a molecular structure, C4H3IN2.

Properties
Total charge ... 0
Energy above the lowest of the compared OMol25 structures with the same formula, charge and spin ... 3.3721 eV
Orbital gap (spin up / spin down) ... 8.51 / 6.57 eV
Calculated total energy ... -15272.5947 eV

Each line ends with the Löwdin charge.
Cartesian coordinates (Å):
I: 2.39 -1.13 0.07  0.94
N: 0.44 1.50 -2.34  0.20
N: 0.54 1.24 2.25  0.19
C: 1.01 0.48 -0.12  -0.71
C: -1.43 -1.01 0.08  0.13
C: 0.74 0.95 1.15  -0.40
C: 0.66 1.05 -1.29  -0.32
H: -2.07 -0.69 -0.79  0.05
H: -0.91 -1.92 0.06  -0.02
H: -1.36 -0.46 0.92  -0.06

The following is a DFT calculation (the ωB97M-V functional and the def2-TZVPD basis) of a molecular structure, C4H3LaO2.

Properties
Total charge ... 0
Orbital gap (spin up / spin down) ... 4.67 / 4.67 eV
Calculated total energy ... -9146.4073 eV

Each line ends with the Löwdin charge.
Cartesian coordinates (Å):
La: -0.72 1.97 1.47  1.92
O: -1.87 0.18 1.34  -0.52
O: 1.22 1.48 0.63  -0.55
C: 1.02 -0.41 -1.03  -0.11
C: -1.23 -0.69 0.50  -0.30
C: 0.57 0.98 -0.56  -0.43
C: -0.28 -0.27 -0.35  -0.30
H: -1.60 -1.73 0.53  0.10
H: 1.09 -0.61 -2.10  0.08
H: 1.80 -0.91 -0.43  0.11

The following is a DFT calculation (the ωB97M-V functional and the def2-TZVPD basis) of a molecular structure, C4H3Li2O2Pd.

Properties
Total charge ... +1
Energy above the lowest of the compared OMol25 structures with the same formula, charge and spin ... 0.3910 eV
2S+1 ... 3
Orbital gap (spin up / spin down) ... 7.36 / 6.63 eV
Calculated total energy ... -12169.8286 eV
<S²> ... 2.025

Each line ends with the Löwdin charge.
Cartesian coordinates (Å):
Pd: -1.57 0.40 0.35  0.79
O: 0.03 -1.89 0.86  -0.12
O: -0.83 2.00 0.02  -0.27
C: 0.42 1.68 0.52  -0.29
C: 0.56 -0.34 -0.89  -0.29
C: -0.39 -1.04 0.04  -0.59
C: 1.20 0.64 0.11  -0.12
Li: -3.19 -1.75 -0.43  0.78
Li: 1.85 -1.02 1.23  0.76
H: -0.15 -0.07 -1.74  0.12
H: 0.77 2.40 1.28  0.11
H: 1.29 -1.02 -1.34  0.11

The following is a DFT calculation (the ωB97M-V functional and the def2-TZVPD basis) of a molecular structure, C4H3LiMgO2.

Properties
Total charge ... +1
Energy above the lowest of the compared OMol25 structures with the same formula, charge and spin ... 0.0000 eV
2S+1 ... 2
Orbital gap (spin up / spin down) ... 6.87 / 6.65 eV
Calculated total energy ... -13933.5759 eV
<S²> ... 0.751

Each line ends with the Löwdin charge.
Cartesian coordinates (Å):
Mg: -1.99 2.38 1.03  0.94
O: 1.98 -1.77 -1.42  0.17
O: -0.74 1.27 0.04  -0.58
C: 1.96 -1.42 -0.30  -0.17
C: 1.20 0.33 1.05  -0.09
C: 2.18 -0.72 0.82  -0.08
C: -0.01 0.20 0.41  -0.36
Li: -0.71 0.97 -1.79  0.79
H: 1.57 1.31 1.37  0.12
H: 2.74 -1.21 1.62  0.12
H: -0.54 -0.76 0.37  0.13

The following is a DFT calculation (the ωB97M-V functional and the def2-TZVPD basis) of a molecular structure, C4H3LiO2Sn.

Properties
Total charge ... +1
2S+1 ... 2
Orbital gap (spin up / spin down) ... 5.95 / 9.59 eV
Calculated total energy ... -14319.4215 eV
<S²> ... 0.753

Each line ends with the Löwdin charge.
Cartesian coordinates (Å):
Sn: -2.87 0.75 -1.20  1.05
O: 1.18 1.33 1.25  0.05
O: -1.28 0.88 -0.36  -0.73
C: 1.02 0.35 0.54  -0.32
C: -0.11 0.19 -0.61  -0.39
C: 0.05 -1.25 -0.19  0.06
C: 1.14 -1.09 0.62  0.08
Li: -0.68 2.30 0.77  0.77
H: -0.62 -2.11 -0.31  0.13
H: 0.31 0.40 -1.60  0.16
H: 1.85 -1.76 1.10  0.13